1.
This record from OMol25 describes 2 unconnected molecules or ions with the total composition CH3NOS in a non-equilibrium geometry. The level of theory is ωB97M-V with the def2-TZVPD basis set.

Bonds (Å) are listed after each position.
Element x y z (Å)
1 H 1.205 -0.968 -0.690  N6 1.015
2 S 1.837 1.050 0.061  H3 1.397, N6 1.750
3 H 0.734 1.828 -0.298  S2 1.397
4 C -2.499 -0.166 0.661  O7 1.136
5 H 0.441 -0.600 0.705  N6 1.073
6 N 0.673 -0.213 -0.269  H1 1.015, S2 1.750, H5 1.073
7 O -2.391 -0.931 -0.171  C4 1.136

The value obtained for the highest occupied orbital energy is -9.210 eV. The HOMO-LUMO gap is 9.8 eV. For the total energy, the calculation gives -568.0393 hartree. The value obtained for the energy relative to the best compared isomer or geometry (same formula, charge and spin) is 161.4 kJ/mol.

=====

2.
This record from OMol25 describes CH3NOS in the gas phase in a non-equilibrium geometry. The level of theory is ωB97M-V with the def2-TZVPD basis set.

Bonds (Å) are listed after each position.
Element x y z (Å)
1 C -0.471 0.299 1.477  H3 1.093, S6 1.767
2 H 1.272 0.648 -0.829  N4 0.999
3 H -0.661 -0.160 2.451  C1 1.093
4 N 0.777 -0.220 -0.864  H2 0.999, H5 1.001, S6 1.614
5 H 0.590 -0.481 -1.812  N4 1.001
6 S 0.626 -0.801 0.634  C1 1.767, N4 1.614, O7 1.538
7 O 1.612 0.066 1.435  S6 1.538

The value obtained for the highest occupied orbital energy is -9.147 eV. The SMILES is C#S(N)=O. The HOMO-LUMO gap is 8.7 eV. For the total energy, the calculation gives -567.8992 hartree. The value obtained for the energy relative to the best compared isomer or geometry (same formula, charge and spin) is 529.1 kJ/mol.

=====

3.
This record from OMol25 describes 2 unconnected molecules or ions with the total composition CH3NOS in a non-equilibrium geometry. The level of theory is ωB97M-V with the def2-TZVPD basis set.

Bonds (Å) are listed after each position.
Element x y z (Å)
1 H 1.335 -1.257 -1.312  H6 0.736
2 C -1.645 -0.715 -0.642  N5 1.275, S7 1.819
3 H -1.242 -1.059 1.340  N5 0.995
4 O -3.293 1.327 0.116  S7 1.477
5 N -1.882 -0.977 0.583  C2 1.275, H3 0.995, S7 1.768
6 H 1.629 -0.684 -0.956  H1 0.736
7 S -3.280 -0.135 -0.097  C2 1.819, O4 1.477, N5 1.768

The value obtained for the highest occupied orbital energy is -9.422 eV. The SMILES is O=S1#CN1.[H][H]. The HOMO-LUMO gap is 9.8 eV. For the total energy, the calculation gives -567.9148 hartree. The value obtained for the energy relative to the best compared isomer or geometry (same formula, charge and spin) is 488.1 kJ/mol.

=====

4.
This record from OMol25 describes 2 unconnected molecules or ions with the total composition CH3NOS in a non-equilibrium geometry. The level of theory is ωB97M-V with the def2-TZVPD basis set.

Bonds (Å) are listed after each position.
Element x y z (Å)
1 S 0.939 0.056 -0.987  H2 1.405, H4 1.430
2 H -0.021 0.180 0.032  S1 1.405
3 O -1.929 -0.753 1.109  N6 1.186
4 H 1.561 1.342 -1.057  S1 1.430
5 C -3.666 -1.767 -0.024  N6 1.148, H7 1.032
6 N -2.754 -1.202 0.383  O3 1.186, C5 1.148
7 H -4.448 -1.865 -0.690  C5 1.032

The value obtained for the highest occupied orbital energy is -9.441 eV. The SMILES is C#[N+][O-].S. The HOMO-LUMO gap is 10.1 eV. For the total energy, the calculation gives -567.9534 hartree. The value obtained for the energy relative to the best compared isomer or geometry (same formula, charge and spin) is 386.9 kJ/mol.

=====

5.
This record from OMol25 describes 2 unconnected molecules or ions with the total composition CH3NOS in a non-equilibrium geometry. The level of theory is ωB97M-V with the def2-TZVPD basis set.

Bonds (Å) are listed after each position.
Element x y z (Å)
1 N -0.048 0.089 0.084  C4 1.278, H7 1.023
2 O 2.574 0.911 0.162  S3 1.517
3 S 2.304 -0.571 -0.019  O2 1.517
4 C -1.259 -0.321 0.074  N1 1.278, H5 1.012, H6 1.046
5 H -2.002 0.086 -0.478  C4 1.012
6 H -1.570 -1.154 0.627  C4 1.046
7 H 0.002 0.960 -0.450  N1 1.023

The multiplicity is 3. The value obtained for the highest occupied orbital energy (spin up / spin down) is -8.138 / -10.473 eV. The HOMO-LUMO gap (spin up / spin down) is 9.0 / 9.8 eV. For the total energy, the calculation gives -567.9759 hartree. The value obtained for the energy relative to the best compared isomer or geometry (same formula, charge and spin) is 33.9 kJ/mol.

=====

6.
This record from OMol25 describes 2 unconnected molecules or ions with the total composition CH3NOS2 in a non-equilibrium geometry. The level of theory is ωB97M-V with the def2-TZVPD basis set.

Bonds (Å) are listed after each position.
Element x y z (Å)
1 S -0.950 1.258 -1.102  O3 1.577
2 H 0.773 -0.056 1.042  C8 1.098
3 O -1.108 1.912 0.324  S1 1.577, H7 0.958
4 S 1.207 -2.387 0.990  C8 1.609
5 N 0.029 -0.864 -0.661  H6 1.033, C8 1.285
6 H 0.076 -1.683 -1.289  N5 1.033
7 H -0.722 2.787 0.261  O3 0.958
8 C 0.694 -0.967 0.434  H2 1.098, S4 1.609, N5 1.285

The value obtained for the highest occupied orbital energy (spin up / spin down) is -8.172 / -8.174 eV. The HOMO-LUMO gap (spin up / spin down) is 6.0 / 6.0 eV. For the total energy, the calculation gives -966.1409 hartree. The value obtained for the energy relative to the best compared isomer or geometry (same formula, charge and spin) is 283.3 kJ/mol.

=====

7.
This record from OMol25 describes CH3NOS2 in the gas phase in a non-equilibrium geometry. The level of theory is ωB97M-V with the def2-TZVPD basis set.

Bonds (Å) are listed after each position.
Element x y z (Å)
1 N 0.232 0.434 -1.043  S3 1.594, S4 2.187
2 H -0.419 -2.167 0.178  C5 1.077
3 S -0.892 0.214 0.066  N1 1.594, C5 1.835
4 S 0.175 2.585 -1.435  N1 2.187, O8 1.441
5 C -0.364 -1.347 0.873  H2 1.077, S3 1.835, H6 1.161, H7 1.079
6 H -0.877 -1.497 1.903  C5 1.161
7 H 0.639 -1.222 1.252  C5 1.079
8 O 1.506 3.001 -1.795  S4 1.441

The value obtained for the highest occupied orbital energy (spin up / spin down) is -9.191 / -8.177 eV. The HOMO-LUMO gap (spin up / spin down) is 8.5 / 6.9 eV. For the total energy, the calculation gives -966.1297 hartree. The value obtained for the energy relative to the best compared isomer or geometry (same formula, charge and spin) is 312.6 kJ/mol.

=====

8.
This record from OMol25 describes CH3NOS2 in the gas phase in a non-equilibrium geometry. The level of theory is ωB97M-V with the def2-TZVPD basis set.

Bonds (Å) are listed after each position.
Element x y z (Å)
1 S -0.811 -0.039 0.934  N2 1.453, C4 1.957, O7 2.034
2 N -1.088 -1.399 1.361  S1 1.453
3 H 0.078 -1.054 -1.382  C4 1.106
4 C -0.377 -0.134 -0.972  S1 1.957, H3 1.106, H5 1.038, H8 1.099
5 H -1.285 -0.116 -1.474  C4 1.038
6 S 2.356 1.170 1.618  O7 1.532
7 O 1.087 0.690 0.906  S1 2.034, S6 1.532
8 H 0.040 0.883 -0.991  C4 1.099

The multiplicity is 3. The value obtained for the highest occupied orbital energy (spin up / spin down) is -8.170 / -7.822 eV. The HOMO-LUMO gap (spin up / spin down) is 8.4 / 5.4 eV. For the total energy, the calculation gives -966.0667 hartree. The value obtained for the energy relative to the best compared isomer or geometry (same formula, charge and spin) is 261.2 kJ/mol.